P:
The following is a DFT calculation (the ωB97M-V functional and the def2-TZVPD basis) of a single C7H12N2 molecule.

The geometry in XYZ format:
```
21
C7H12N2, DFT the ωB97M-V functional and the def2-TZVPD basis
H -1.598 -1.077 -1.342
C -2.678 1.646 0.185
C -0.656 -1.632 -1.050
C 0.616 -1.888 1.040
N 1.835 0.934 0.305
H 0.031 -2.166 1.850
H 1.428 -1.414 1.663
C -0.028 -0.829 0.151
H 3.542 2.182 0.147
H -0.675 0.910 1.512
H -2.912 1.874 1.326
H 1.050 -2.693 0.501
C -0.708 0.439 0.573
H -0.715 -2.571 -0.688
C 2.572 1.699 -0.376
H -3.233 2.048 -0.528
H 0.012 -1.639 -1.853
N -1.669 1.001 -0.200
C 0.790 0.373 -0.329
H 0.476 0.699 -1.421
H 2.518 2.106 -1.467
```

Properties
Charge: 0
E_HOMO, eV: -8.08



Q:
The following is a DFT calculation (the ωB97M-V functional and the def2-TZVPD basis) of a single C7H12N2 molecule.

The geometry in XYZ format:
```
21
C7H12N2, DFT the ωB97M-V functional and the def2-TZVPD basis
H 2.391 0.645 0.818
H -0.787 0.501 -2.417
C 0.553 1.254 -0.658
C -0.042 -0.916 -1.471
H -1.005 -1.067 -1.030
H 0.152 -2.364 1.764
N 0.377 0.297 -2.046
H 1.644 -1.937 -0.308
H -1.769 1.112 1.835
N -0.839 1.108 1.491
C 0.840 -1.082 -0.200
H 0.213 -1.859 -2.209
H -1.172 -1.748 0.749
H 1.224 2.079 -1.085
H 0.665 0.410 2.594
C 1.262 0.271 0.462
H -1.556 0.619 -0.483
C 0.239 0.090 1.501
H -1.318 2.525 -0.290
C -0.100 -1.495 1.014
C -0.972 1.557 -0.030
```

Properties
Charge: 0
E_HOMO, eV: -8.36



How do the energies compare? Relative to the most stable structure, in eV: P 0.000; Q 1.707.



P:
The following is a DFT calculation (the ωB97M-V functional and the def2-TZVPD basis) of 2 unconnected molecules or ions with the total composition C5H18N3O.

The geometry in XYZ format:
```
27
C5H18N3O, DFT the ωB97M-V functional and the def2-TZVPD basis
N -0.074 0.455 -0.309
H 0.281 1.344 0.090
C -1.100 0.091 2.029
N 0.909 0.735 3.127
H 1.919 1.009 -1.952
C 0.986 -0.447 -0.448
H -2.035 0.596 -0.052
C -1.248 -0.004 0.467
H -1.990 -1.589 -1.341
H -1.336 -1.115 0.245
C 1.734 -0.073 -1.759
H -0.140 2.116 1.634
N 0.862 -0.635 -2.868
H -2.190 0.278 2.303
H 2.716 -0.507 -1.850
H 0.858 0.671 4.151
H -0.057 -0.535 -2.559
H 0.558 -1.494 -0.461
H -0.846 -0.846 2.552
H 0.907 -0.084 -3.729
H 1.729 1.258 2.851
O -1.704 -1.258 -2.258
C -0.343 1.396 2.523
H -0.892 2.028 3.258
H -2.489 -1.300 -2.882
H 1.885 -0.418 0.347
H 1.097 -1.672 -3.110
```

Properties
Charge: +1
E_HOMO, eV: -12.04



Q:
The following is a DFT calculation (the ωB97M-V functional and the def2-TZVPD basis) of 2 unconnected molecules or ions with the total composition C5H18N3O.

The geometry in XYZ format:
```
27
C5H18N3O, DFT the ωB97M-V functional and the def2-TZVPD basis
H -0.557 1.334 2.225
H -2.418 -0.226 2.629
C -2.039 0.025 1.628
H 2.388 0.451 -1.716
H 3.241 -0.736 1.499
N 0.737 1.431 -0.785
H 1.291 1.247 -2.827
O 2.510 -0.123 1.334
H -0.232 -0.522 -2.876
H -1.932 2.083 1.959
H -1.966 -1.584 -0.849
N 0.139 -1.456 -1.035
N -1.356 1.350 1.597
H 1.339 -1.379 -2.677
C 1.337 0.589 -1.960
H -2.979 0.293 1.132
H 0.881 2.428 -0.920
H 1.208 0.891 -0.048
H -0.235 1.197 -0.573
H -1.287 -2.005 1.421
H 2.254 0.013 2.272
H -0.100 -0.811 1.448
H 0.837 -1.697 -0.372
C -1.110 -0.989 1.054
H -1.418 -0.034 -0.905
C -1.113 -1.002 -0.462
C 0.577 -0.768 -2.192
```

Properties
Charge: +1
E_HOMO, eV: -12.33



How do the energies compare? Relative to the most stable structure, in eV: P 1.142; Q 0.000.



P:
The following is a DFT calculation (the ωB97M-V functional and the def2-TZVPD basis) of 2 unconnected molecules or ions with the total composition C5H13NO3S.

The geometry in XYZ format:
```
23
C5H13NO3S, DFT the ωB97M-V functional and the def2-TZVPD basis
C 1.879 1.283 1.699
H -2.303 0.633 -1.394
H 0.249 2.315 1.003
C 0.268 -1.650 -0.846
S 0.259 0.960 -1.775
O -0.789 2.261 -1.478
H 2.130 0.634 2.485
H -1.328 0.480 1.210
H 0.145 -0.515 1.603
H -2.460 -1.205 -0.833
H 1.058 -1.399 -0.227
O 1.478 1.329 -1.163
O 0.253 0.741 -3.251
H -0.754 2.561 -2.365
H -0.477 -2.422 -0.558
C -0.333 0.274 1.266
H 2.163 2.326 1.862
H 2.448 0.941 0.758
C -0.568 -0.370 -0.927
H 0.574 -1.909 -1.898
C -1.945 -0.440 -1.562
H -1.801 -0.706 -2.670
N 0.446 1.365 1.430
```

Properties
Charge: 0
E_HOMO, eV: -7.62



Q:
The following is a DFT calculation (the ωB97M-V functional and the def2-TZVPD basis) of 2 unconnected molecules or ions with the total composition C5H13NO3S.

The geometry in XYZ format:
```
23
C5H13NO3S, DFT the ωB97M-V functional and the def2-TZVPD basis
H -1.807 -2.705 0.300
O -3.130 -0.679 0.678
H 2.488 -0.668 -1.449
C 1.604 0.653 0.839
O -1.889 1.234 -0.228
H 0.012 -3.202 0.362
C 1.476 -1.101 -1.115
O -2.359 -0.688 -1.577
H 0.703 -1.019 -1.934
S -2.260 -0.096 -0.278
H 1.625 -2.153 -0.972
C -0.407 -0.987 0.596
N 0.194 3.571 0.390
H 1.086 1.616 1.040
H 2.623 0.787 0.406
C -0.748 -2.445 0.143
H 1.779 0.279 1.954
H -0.894 -2.430 -0.997
C 0.859 -0.541 0.173
H 0.693 4.071 -0.379
H -0.910 -0.639 1.530
H -0.540 4.333 0.585
H -0.197 2.811 -0.067
```

Properties
Charge: 0
E_HOMO, eV: -9.96



How do the energies compare? Relative to the most stable structure, in eV: P 1.033; Q 0.000.



P:
The following is a DFT calculation (the ωB97M-V functional and the def2-TZVPD basis) of a molecular structure, CHCl4Cr.

The geometry in XYZ format:
```
7
CHCl4Cr, DFT the ωB97M-V functional and the def2-TZVPD basis
Cl 1.149 0.233 1.386
H 0.041 -0.209 -0.656
Cr -2.992 1.947 1.062
Cl 1.451 -2.038 -0.462
Cl 2.105 0.681 -1.284
C 1.051 -0.324 -0.285
Cl -2.804 -0.290 0.239
```

Properties
Multiplicity: 5
⟨S²⟩: 6.096
Charge: +1
E_HOMO (alpha / beta), eV: -13.67 / -13.67



Q:
The following is a DFT calculation (the ωB97M-V functional and the def2-TZVPD basis) of a molecular structure, CHCl4Cr.

The geometry in XYZ format:
```
7
CHCl4Cr, DFT the ωB97M-V functional and the def2-TZVPD basis
Cr 4.013 -2.393 1.582
Cl -0.803 0.174 -2.230
H -0.138 0.865 0.026
Cl -2.103 2.162 -0.295
Cl 1.966 -0.737 1.082
Cl -1.864 -0.738 0.336
C -1.072 0.666 -0.500
```

Properties
Multiplicity: 5
⟨S²⟩: 6.349
Charge: +1
E_HOMO (alpha / beta), eV: -13.19 / -13.19



How do the energies compare? Relative to the most stable structure, in eV: P 0.000; Q 1.080.